No. 1
Formula: C3H2AgO
Source: OMol25
Level of theory: wB97M-V/def2-TZVPD

CARTESIAN COORDINATES (ANGSTROEM)
H 0.223605 2.618698 4.542371
C 0.446583 1.264074 1.309986
C -0.230183 0.371070 0.560466
C -0.884216 -0.583793 0.038437
O -1.556112 -1.457617 -0.471395
H 0.839128 2.079633 0.664577
Ag -4.077308 -2.025351 -1.179395

Forces on atoms 1 to 2 (eV/Å):
0.0 -0.1 -0.2
-0.6 -0.6 -1.0

## Properties
LUMO level (alpha / beta) = 0.249 / 0.176 hartree
ΔE to the lowest compared entry with this formula, charge and spin = 45.1 kcal per mole
Total charge = -2
Kohn-Sham gap (alpha / beta) = 4.91 / 2.92 eV
HOMO (alpha / beta) = 0.069 / 0.069 Eh
Spin multiplicity = 2
Total energy = -337.38525 Ha

Atomic partial charges in e from the natural (NBO) method, atoms 1 to 5: number 1, H, carries -0.304; number 2, C, carries -0.323; number 3, C, carries -0.481; number 4, C, carries 0.539; number 5, O, carries -0.578

***

No. 2
Formula: C10H10F5O3S4Se2W
Source: OMol25
Level of theory: wB97M-V/def2-TZVPD

CARTESIAN COORDINATES (ANGSTROEM)
W -0.891552 0.004752 0.315942
O 2.826792 -3.400167 -2.935045
C 3.093721 -2.334653 -2.007886
C 1.830525 -1.685961 -1.375937
C 2.213943 -0.281544 -1.007064
O 1.343343 0.223882 0.009151
C 0.649286 -1.542017 -2.369136
Se -0.627082 -0.008750 -2.262969
C 1.459935 -2.489767 -0.067892
Se -0.399174 -2.531690 0.583435
H 2.443892 -4.096403 -2.418698
H 3.584060 -1.622853 -2.681976
H 3.848902 -2.626246 -1.281293
H 2.266028 0.404663 -1.913894
H 3.270332 -0.360470 -0.624459
H 1.374569 1.199555 0.064452
H 0.116114 -2.524202 -2.366967
H 1.034347 -1.442575 -3.372893
H 2.000135 -2.152266 0.804448
H 1.781590 -3.475082 -0.239088
O -0.881874 5.974311 3.753523
C -0.766470 4.928620 3.142289
S -0.669034 4.838479 1.387629
C -0.769027 3.134826 1.262460
C -0.636020 2.392045 2.392761
S -0.215705 0.706976 2.400680
S -0.707123 3.316166 3.861153
S -0.887844 2.408005 -0.334007
F -3.801039 -0.985858 -0.138660
C -3.102608 -0.210294 0.795502
F -3.249703 -0.916988 2.003327
C -4.154420 0.991979 1.063739
F -3.588284 1.885145 1.907626
F -4.521586 1.683197 -0.008612
F -5.268970 0.595185 1.658359

Forces on atoms 1 to 2 (eV/Å):
-1.1 -0.9 -1.6
0.2 0.5 0.5

## Properties
LUMO level (alpha / beta) = 0.065 / 0.080 hartree
ΔE to the lowest compared entry with this formula, charge and spin = 10.8 kcal per mole
Total charge = -1
Kohn-Sham gap (alpha / beta) = 6.36 / 6.99 eV
HOMO (alpha / beta) = -0.169 / -0.177 Eh
Spin multiplicity = 3
Total energy = -7574.92930 Ha

Atomic partial charges in e from the natural (NBO) method, atoms 1 to 5: number 1, W, carries 0.675; number 2, O, carries -0.713; number 3, C, carries -0.055; number 4, C, carries -0.154; number 5, C, carries -0.059

***

What did the first record say?
Formula: C3H2AgO
Source: OMol25
Level of theory: wB97M-V/def2-TZVPD

CARTESIAN COORDINATES (ANGSTROEM)
H 0.223605 2.618698 4.542371
C 0.446583 1.264074 1.309986
C -0.230183 0.371070 0.560466
C -0.884216 -0.583793 0.038437
O -1.556112 -1.457617 -0.471395
H 0.839128 2.079633 0.664577
Ag -4.077308 -2.025351 -1.179395

Forces on atoms 1 to 2 (eV/Å):
0.0 -0.1 -0.2
-0.6 -0.6 -1.0

## Properties
LUMO level (alpha / beta) = 0.249 / 0.176 hartree
ΔE to the lowest compared entry with this formula, charge and spin = 45.1 kcal per mole
Total charge = -2
Kohn-Sham gap (alpha / beta) = 4.91 / 2.92 eV
HOMO (alpha / beta) = 0.069 / 0.069 Eh
Spin multiplicity = 2
Total energy = -337.38525 Ha

Atomic partial charges in e from the natural (NBO) method, atoms 1 to 5: number 1, H, carries -0.304; number 2, C, carries -0.323; number 3, C, carries -0.481; number 4, C, carries 0.539; number 5, O, carries -0.578